*a*
Density functional theory data (the ωB97M-V functional and the def2-TZVPD basis) for a 2-piece molecular cluster, C2H2ClNO2 overall.

Geometry as XYZ:
```
8
Properties=species:S:1:pos:R:3:nbo_charge:R:1
C -0.6798 -0.1661 0.1501 0.216
C 0.5315 -0.4387 0.8569 -0.210
N 0.3815 0.6750 -1.7014 0.235
O -1.2358 0.9076 0.2869 -0.554
O -0.2305 1.6187 -1.5442 -0.096
Cl 1.4173 -1.8799 0.7635 0.052
H -1.0424 -0.8719 -0.5408 0.139
H 0.8582 0.1553 1.7291 0.219
```

## Properties
Kohn-Sham gap (alpha / beta) in eV: 8.7 / 7.8
LUMO (alpha / beta) in eV: -0.4 / -1.2


*b*
Density functional theory data (the ωB97M-V functional and the def2-TZVPD basis) for a 2-piece molecular cluster, C2H2ClNO2 overall.

Geometry as XYZ:
```
8
Properties=species:S:1:pos:R:3:nbo_charge:R:1
C 0.8682 -1.1666 0.5234 -0.059
N 0.0841 -1.7399 -0.1049 0.185
O -0.3997 -2.0940 -1.1486 -0.370
H 0.8622 -0.8696 1.5590 0.252
O 1.8970 1.2550 0.6768 -0.474
C 2.0451 0.6368 -0.3146 0.381
Cl 3.3619 -0.6883 -0.3769 -0.117
H 2.0140 1.2247 -1.3015 0.202
```

## Properties
Kohn-Sham gap (alpha / beta) in eV: 9.0 / 9.0
LUMO (alpha / beta) in eV: -1.1 / -1.1


Most stable = *a*